# 1
One molecule with the formula C6H9Br. Source: the Open Molecules 2025 dataset; level of theory: wB97M-V/def2-TZVPD.

The geometry in XYZ format:
```
16
Properties=species:S:1:pos:R:3
C -0.83105 -2.41225 -0.63527
C -1.04001 -1.22587 -0.65579
C -1.08831 0.34550 -0.36164
Br -1.28098 1.00181 -2.27715
C 0.13223 0.88412 0.21785
C 1.38898 0.58074 -0.61830
C 0.20425 0.19562 1.62153
H -0.67216 -3.32566 -1.09540
H -1.98213 0.55742 0.10151
H -0.19171 1.98877 0.37671
H 1.41722 -0.58297 -0.68961
H 1.26535 0.96481 -1.61373
H 2.22560 0.85256 0.01544
H 0.16579 -0.91271 1.41325
H -0.77356 0.40853 1.95683
H 1.06049 0.67959 2.24375
```

Computed properties:
Gap between HOMO and LUMO: 10.62 eV
E_LUMO: 0.67 eV
Structure (SMILES): C#C[C@H](Br)C(C)C
HOMO: -9.95 eV
Energy above the lowest of the compared OMol25 structures with the same formula, charge and spin: 2.447 eV
Electronic energy: -76407.2562 eV
2S+1: 1

# 2
A 2-piece molecular cluster, C9H8N3O6S overall. Source: the Open Molecules 2025 dataset; level of theory: wB97M-V/def2-TZVPD.

The geometry in XYZ format:
```
27
Properties=species:S:1:pos:R:3
C 0.29705 4.22929 0.60228
C -0.58058 3.52531 -0.40185
O -1.05828 2.29482 0.16525
C -1.61673 1.47237 -0.78136
C -2.24866 0.32235 -0.23150
C -2.81390 -0.56177 -1.10218
N -3.33707 -1.38355 -1.76155
O -1.55623 1.72166 -1.98519
H 0.44452 5.26174 0.28395
H -0.12964 4.23103 1.60962
H 1.28406 3.75811 0.63530
H -1.45106 4.14373 -0.66482
H -0.01838 3.30599 -1.31666
H -2.25872 0.17640 0.84046
O 3.94577 -3.46288 -1.20633
N 2.74009 -3.49247 -1.52584
O 2.30925 -3.98868 -2.60140
C 1.73772 -2.96068 -0.66622
C 1.88621 -2.42484 0.59065
C 0.59559 -2.14404 1.09657
N 0.36119 -1.42818 2.30040
O -0.81561 -1.12179 2.59747
O 1.34596 -1.13552 3.01109
C -0.45802 -2.51638 0.22149
S 0.08707 -3.15140 -1.23615
H 2.82382 -2.23865 1.09261
H -1.51542 -2.43196 0.43393
```

Computed properties:
Gap between HOMO and LUMO: 4.65 eV
E_LUMO: 1.00 eV
HOMO: -3.65 eV
Charge: -1
Energy above the lowest of the compared OMol25 structures with the same formula, charge and spin: 3.744 eV
Electronic energy: -37048.4056 eV
2S+1: 1

# 3
C12H15MnN3O6 as an isolated structure. Source: the Open Molecules 2025 dataset; level of theory: wB97M-V/def2-TZVPD.

The geometry in XYZ format:
```
37
Properties=species:S:1:pos:R:3
Mn 0.36563 0.50900 0.44216
O 1.17606 2.62364 1.37163
C 0.48476 3.80212 0.81591
C -0.90651 3.44287 0.37782
N -0.97095 2.20614 -0.43499
C -2.36694 1.70336 -0.52993
C -2.39534 0.18390 -0.39873
O -3.38473 -0.40611 -0.87591
O -1.46789 -0.42249 0.30207
C -0.34726 2.42680 -1.81087
C 1.13256 2.18464 -1.79563
O 1.91445 3.05774 -2.22128
O 1.41527 1.00150 -1.26144
H 2.13104 2.79131 1.29383
H 1.05239 4.24617 -0.03299
H 0.44037 4.59205 1.59248
H -1.30241 4.35577 -0.14395
H -1.51756 3.31033 1.27556
H -2.79663 2.09634 -1.48998
H -2.98060 2.14809 0.27586
H -0.61948 3.44297 -2.13267
H -0.84702 1.68402 -2.44007
N -1.68082 -4.07314 0.32728
C -0.45693 -4.65922 0.51021
O -0.27125 -5.85375 0.42249
C 0.64561 -3.74803 0.86988
C 1.98682 -4.16681 0.70522
C 2.89451 -3.17916 0.38768
C 2.46798 -1.84059 0.39045
N 1.25427 -1.45206 0.80878
C 0.35149 -2.42023 1.11879
H -2.29985 -4.71039 -0.13524
H -1.78613 -3.09287 0.00970
H 2.23875 -5.22624 0.72833
H 3.93144 -3.40626 0.18318
H 3.17018 -1.05778 0.12616
H -0.65527 -2.09365 1.36818
```

Computed properties:
Expectation value of S²: 8.754
Gap between HOMO and LUMO (alpha / beta): 8.38 / 8.94 eV
E_LUMO (alpha / beta): -0.44 / -0.54 eV
HOMO (alpha / beta): -8.82 / -9.48 eV
Energy above the lowest of the compared OMol25 structures with the same formula, charge and spin: 0.059 eV
Electronic energy: -60765.1830 eV
2S+1: 6

# 4
A 2-piece molecular cluster, C3H10N2O3 overall. Source: the Open Molecules 2025 dataset; level of theory: wB97M-V/def2-TZVPD.

The geometry in XYZ format:
```
18
Properties=species:S:1:pos:R:3
N -0.62404 1.45694 -2.14321
C 0.43836 0.68559 -1.40020
C 0.16563 0.62883 0.14067
O -0.86456 1.20730 0.46126
N 1.06050 0.15820 1.09908
C 2.02515 -0.87155 0.80776
O 1.41691 -2.04399 0.78155
H -0.97970 2.21294 -1.56094
H -1.48951 0.79904 -2.14184
H 1.35341 1.33171 -1.54262
H 0.70739 -0.38018 -1.87534
H 0.86616 0.38216 2.01354
H 2.49408 -0.48043 -0.28362
H 2.96869 -0.74254 1.48012
H 1.21808 -2.39174 1.73739
O -3.02882 -0.88962 0.29769
H -3.78055 -0.69101 -0.26671
H -2.37640 -0.19266 0.13555
```

Computed properties:
Gap between HOMO and LUMO: 10.44 eV
E_LUMO: 0.49 eV
Structure (SMILES): NCC(=O)NCO.O
HOMO: -9.95 eV
Energy above the lowest of the compared OMol25 structures with the same formula, charge and spin: 2.123 eV
Electronic energy: -12394.6125 eV
2S+1: 1

# 5
A 3-piece molecular cluster, C17H30N3O10S4 overall. Source: the Open Molecules 2025 dataset; level of theory: wB97M-V/def2-TZVPD.

The geometry in XYZ format:
```
64
Properties=species:S:1:pos:R:3
C 1.98973 -2.89890 1.53306
C 1.25081 -2.54213 0.25311
C 1.38172 -3.73386 -0.70286
C -0.25570 -2.26956 0.53010
C -0.87953 -1.09879 -0.25154
S -0.83834 0.47064 0.71851
C -2.36431 -1.42362 -0.48256
C -3.21612 -0.23733 -0.95471
S -4.36093 -0.63325 -2.31157
C -5.79776 -0.94850 -1.38162
N -6.34736 -0.23735 -0.46549
N -7.48049 -0.93355 -0.04585
C -7.51673 -1.99638 -0.75286
O -6.49274 -2.09780 -1.62229
C -0.17449 -0.95426 -1.60914
C 1.35390 -0.70882 -1.56609
C 1.68656 0.77580 -1.60015
C 2.02993 -1.32300 -2.80431
N 1.88696 -1.30957 -0.30412
O 2.32053 -0.49040 0.57551
H 3.06599 -2.91426 1.35528
H 1.67540 -3.89281 1.85903
H 1.78471 -2.19479 2.33176
H 2.43204 -3.94871 -0.91226
H 0.95315 -4.60839 -0.20852
H 0.85293 -3.59647 -1.64186
H -0.43233 -2.14282 1.60056
H -0.80453 -3.17071 0.23254
H 0.03898 0.08821 1.64993
H -2.78024 -1.82678 0.44411
H -2.41482 -2.21418 -1.23859
H -3.80847 0.18615 -0.14658
H -2.60048 0.57657 -1.34397
H -8.25044 -2.78526 -0.74018
H -0.37710 -1.88393 -2.15437
H -0.62592 -0.15021 -2.19939
H 1.16536 1.33546 -0.83034
H 2.76030 0.93384 -1.51658
H 1.37751 1.15075 -2.58022
H 3.02647 -0.89467 -2.92929
H 2.14467 -2.39824 -2.74507
H 1.44419 -1.07713 -3.69356
C -0.83743 1.34088 5.01987
C -0.51224 0.95405 6.45044
O -0.23211 -0.45129 6.35704
S 0.48200 -0.77908 4.96972
O 1.88805 -0.83776 5.13381
O -0.22197 -1.84975 4.35821
O 0.11551 0.59548 4.24609
H -1.84534 1.03916 4.73245
H -0.68662 2.39649 4.81337
H -1.34782 1.08451 7.13166
H 0.36943 1.47457 6.82631
C 2.44760 5.85050 -3.28715
C 2.79888 5.47709 -1.85881
O 3.18446 4.09917 -1.96177
S 3.92367 3.83568 -3.35032
O 5.32979 3.89889 -3.18080
O 3.31447 2.71256 -3.96576
O 3.44828 5.18109 -4.06905
H 1.46247 5.48050 -3.57397
H 2.52211 6.91628 -3.48335
H 1.95540 5.53982 -1.17758
H 3.63847 6.06022 -1.47797
```

Computed properties:
Expectation value of S²: 0.754
Gap between HOMO and LUMO (alpha / beta): 8.14 / 9.19 eV
E_LUMO (alpha / beta): 0.34 / 0.34 eV
HOMO (alpha / beta): -7.80 / -8.85 eV
Electronic energy: -86397.4246 eV
2S+1: 2

> What is the 2S+1 in the second record?

1